one | 10
Properties=species:S:1:pos:R:3:mulliken_charge:R:1 method="wB97M-V/def2-TZVPD" homo_energy_ev=-9.0 smiles="C=P.NS" homo_lumo_gap_ev=9.08 lumo_ev=0.06
C -1.7858 -0.4197 0.0216 -0.429
P -3.3670 0.1470 0.1609 -0.077
H -1.1509 -0.0947 -0.7529 0.256
H -1.4006 -1.2791 0.7619 0.222
H -3.1686 0.9068 -1.0745 0.005
N 2.7305 0.3286 -0.1764 -0.564
S 1.1031 -0.0444 0.4229 -0.060
H 2.6121 -0.1705 -1.1019 0.265
H 3.2227 -0.2216 0.4658 0.281
H 1.2045 0.8477 1.2726 0.100

two | 10
Properties=species:S:1:pos:R:3:mulliken_charge:R:1 method="wB97M-V/def2-TZVPD" homo_energy_ev="-9.6 / -7.7" homo_lumo_gap_ev="8.70 / 7.19" lumo_ev="-0.88 / -0.54"
C -1.6313 -1.0556 -0.3906 -0.762
N 2.7739 0.5716 0.7210 -0.493
P -0.2311 1.3029 -0.1973 -0.021
S -1.8866 0.4213 0.5084 -0.063
H -2.2027 -1.8342 0.0069 0.309
H -0.4651 -1.4097 -0.3603 0.226
H -1.8568 -0.9734 -1.4771 0.303
H 2.7634 -0.3957 0.3466 0.228
H 2.8067 1.2677 0.0172 0.238
H -0.0704 2.1053 0.8250 0.035

three | 10
Properties=species:S:1:pos:R:3:mulliken_charge:R:1 method="wB97M-V/def2-TZVPD" homo_energy_ev=-7.9 homo_lumo_gap_ev=6.98 lumo_ev=-0.88
C 1.5603 -0.0856 -1.0705 -0.807
N -1.4894 0.5209 -0.2619 -0.565
P 0.5845 -1.3094 1.3457 -0.053
S 0.3140 0.2035 0.0635 0.145
H 1.8042 -1.0835 -0.9994 0.278
H 1.6697 0.4799 -1.9457 0.331
H -1.8205 0.6350 0.7847 0.228
H -1.7538 -0.3333 -0.7350 0.312
H -1.2740 -0.4033 2.2230 -0.097
H 0.4049 1.3758 0.5958 0.228

one is favored, and the nearest alternative lies 56.0 kJ/mol above it.

one | 14
Properties=species:S:1:pos:R:3:mulliken_charge:R:1 method="wB97M-V/def2-TZVPD" homo_energy_ev=-8.7 homo_lumo_gap_ev=8.57 lumo_ev=-0.15
C -1.5524 -0.1815 0.7263 -0.046
C 0.4137 -1.0778 -0.6841 -0.333
C -1.0487 -1.1666 -0.2415 -0.585
C 0.3446 1.1773 0.1948 -0.267
N -0.9140 0.8919 0.8169 -0.394
N 1.0790 -0.0100 -0.4006 0.632
O 2.3494 0.1071 -0.5363 -0.736
S 1.3637 2.0908 1.3467 -0.265
H -2.4199 -0.3103 1.3828 0.386
H 0.8662 -1.9437 -1.0114 0.479
H -1.2200 -2.1894 0.0317 0.393
H -1.7716 -1.1059 -1.1720 0.217
H 0.1661 2.2536 -1.0488 0.281
H 2.3440 1.4644 0.5956 0.238

two | 14
Properties=species:S:1:pos:R:3:mulliken_charge:R:1 method="wB97M-V/def2-TZVPD" homo_energy_ev=-8.1 homo_lumo_gap_ev=8.63 lumo_ev=0.56
H -0.1191 1.9477 -2.5104 0.243
N -0.5693 1.1962 -2.0191 -0.724
C 0.1276 0.8330 -1.0240 0.459
O 1.3385 1.3504 -0.6229 -0.393
C 1.7300 0.6809 0.5181 -0.222
C 0.8143 -0.2313 0.8358 -0.003
S 0.8670 -1.4211 2.1211 -0.251
N -0.2018 -0.1656 -0.1419 0.214
C -1.4313 -0.9156 -0.2326 -0.930
H 2.6442 0.9799 0.9708 0.475
H -0.0525 -0.8872 2.9282 0.153
H -1.6522 -1.0588 -1.3050 0.332
H -2.2289 -0.4045 0.2227 0.320
H -1.2664 -1.9039 0.2591 0.327

three | 14
Properties=species:S:1:pos:R:3:mulliken_charge:R:1 method="wB97M-V/def2-TZVPD" homo_energy_ev=-9.3 homo_lumo_gap_ev=9.99 lumo_ev=0.71
O -2.9453 -0.9923 0.1402 -0.387
C -2.1386 -0.6443 -0.6363 0.184
N -1.1858 0.5088 -0.4214 -0.357
C -0.9458 0.5470 1.0478 -0.668
C 0.0985 0.0019 -0.0177 -0.008
C 1.1510 0.8938 -0.4500 -0.099
N 2.3796 0.6824 -0.2782 -0.467
S 2.7679 -0.9982 0.1927 -0.183
H -1.8766 -1.4029 -1.6144 0.295
H -0.9318 1.4645 1.5277 0.257
H -1.5630 -0.0728 1.7108 0.215
H 0.3076 -1.0106 -0.1290 0.576
H 0.9199 1.8971 -0.6544 0.465
H 3.9625 -0.8743 -0.4178 0.176

four | 14
Properties=species:S:1:pos:R:3:mulliken_charge:R:1 method="wB97M-V/def2-TZVPD" homo_energy_ev=-9.3 homo_lumo_gap_ev=9.77 lumo_ev=0.49
C 0.4375 0.0059 -1.2195 -0.578
C 0.5986 0.5160 0.1512 -0.085
C -1.2522 -0.0201 1.4931 0.306
C 0.2656 -1.0052 0.0069 -0.052
H 2.0842 1.2855 -2.3093 0.114
H -0.4041 0.2604 -1.8175 0.404
H 1.5128 0.9919 0.4290 0.425
H -0.7536 1.9188 0.8261 0.206
H -1.8128 -2.1260 0.7344 0.348
H 1.1070 -1.8483 0.2843 0.267
N -0.4321 0.9995 0.9277 -0.136
N -1.0820 -1.0874 0.3710 -0.406
O -2.1649 0.1361 2.4360 -0.578
S 1.8959 -0.0272 -2.3136 -0.235

two is favored, and the nearest alternative lies 271.0 kJ/mol above it.

one | 14
Properties=species:S:1:pos:R:3:mulliken_charge:R:1 method="wB97M-V/def2-TZVPD" homo_energy_ev=-9.4 smiles="O=C/N=C1/NCCS1" homo_lumo_gap_ev=9.81 lumo_ev=0.39
O 4.0871 -0.1575 -0.1124 -0.485
C 2.9255 -0.4211 0.0588 0.149
N 1.9080 0.5204 -0.0778 -0.548
C 0.6695 0.1802 -0.0229 0.516
N -0.3009 1.1086 0.0709 -0.220
C -1.6567 0.6551 -0.2536 -0.501
C -1.6687 -0.7977 0.1962 -0.485
S -0.0013 -1.4645 -0.1847 -0.130
H 2.5985 -1.4328 0.3947 0.214
H -0.0330 2.0672 0.0470 0.258
H -1.8297 0.8014 -1.3239 0.260
H -2.4123 1.2174 0.2772 0.298
H -2.4110 -1.4257 -0.3222 0.362
H -1.8749 -0.8511 1.2527 0.311

two | 14
Properties=species:S:1:pos:R:3:mulliken_charge:R:1 method="wB97M-V/def2-TZVPD" homo_energy_ev=-8.6 homo_lumo_gap_ev=8.93 lumo_ev=0.35
C 1.6295 -0.8488 -0.5578 -0.059
N 1.5565 0.4158 -0.6401 -0.511
O 0.8179 0.9494 0.4240 -0.141
C -0.3987 1.5141 -0.0539 -0.422
C -1.5544 0.5586 0.1845 -0.534
S -1.4094 -1.0716 -0.5996 -0.073
N -0.3581 -1.8986 0.5257 -0.462
C 0.9059 -1.6993 0.4228 0.066
H 2.2726 -1.3435 -1.2689 0.405
H -0.2643 1.7856 -1.1012 0.371
H -0.5619 2.4734 0.5209 0.282
H -2.4639 1.0341 -0.2119 0.369
H -1.7050 0.4179 1.2279 0.333
H 1.5332 -2.2870 1.1275 0.375

three | 14
Properties=species:S:1:pos:R:3:mulliken_charge:R:1 method="wB97M-V/def2-TZVPD" homo_energy_ev=-9.0 smiles=NOCc1cscn1 homo_lumo_gap_ev=9.82 lumo_ev=0.84
N -0.0603 -1.9007 1.8409 -0.522
O -0.2692 -1.6564 0.4836 -0.198
C 0.7555 -0.8321 -0.1088 -0.393
C 0.2331 0.4970 -0.5331 0.179
C -0.7247 1.1541 0.2055 -0.170
S -1.2364 2.6122 -0.5968 -0.118
C -0.1593 2.1718 -1.9017 -0.048
N 0.5657 1.0861 -1.7374 -0.583
H -0.9602 -1.9133 2.3232 0.213
H 0.4096 -2.8146 2.0232 0.224
H 1.5532 -0.6734 0.6482 0.317
H 1.1482 -1.3194 -0.9819 0.302
H -1.1395 0.7943 1.1327 0.387
H -0.1157 2.7944 -2.7975 0.411

one is favored, and the nearest alternative lies 216.6 kJ/mol above it.

one | 14
Properties=species:S:1:pos:R:3:mulliken_charge:R:1 method="wB97M-V/def2-TZVPD" homo_energy_ev=-8.9 smiles="C=CNC(=O)/C=N/S" homo_lumo_gap_ev=8.92 lumo_ev=-0.02
C 0.8427 3.5011 -0.0482 -0.708
C 0.3341 2.6015 -0.9004 -0.086
N 0.0103 1.2424 -0.5758 -0.134
C 0.4824 0.5585 0.5359 0.321
O 1.1635 1.0667 1.4171 -0.608
C 0.0452 -0.9163 0.5867 0.034
N -0.6343 -1.3829 -0.3885 -0.306
S -0.9596 -3.0448 -0.2099 -0.136
H 1.1296 4.4852 -0.4157 0.257
H 1.1052 3.2253 0.9689 0.257
H 0.0208 2.9037 -1.9133 0.296
H -0.6144 0.7243 -1.1764 0.268
H 0.3269 -1.4752 1.5111 0.390
H -1.7809 -3.1655 -1.2472 0.155

two | 14
Properties=species:S:1:pos:R:3:mulliken_charge:R:1 method="wB97M-V/def2-TZVPD" homo_energy_ev=-9.6 homo_lumo_gap_ev=9.35 lumo_ev=-0.28
H -1.3052 -2.5529 -0.1307 0.197
N -0.5958 -1.7757 -0.4009 -0.690
C -0.7528 -0.5043 -0.0375 0.603
N -1.9045 0.0646 0.4572 -0.642
C 0.3776 0.5791 -0.1282 0.103
C -0.0239 1.7343 -0.6817 -0.838
C 1.8726 0.4085 0.1742 0.491
O 2.7267 1.3455 0.3891 -0.553
S 2.4685 -1.3129 -0.0509 -0.228
H -1.6263 0.3587 1.5822 0.318
H -2.4303 -0.7549 0.9050 0.334
H -1.0019 2.1515 -0.9216 0.325
H 0.7778 2.3551 -0.8894 0.368
H 1.4175 -2.0966 -0.2667 0.212

one is favored, and the nearest alternative lies 166.4 kJ/mol above it.

one | 11
Properties=species:S:1:pos:R:3:mulliken_charge:R:1 method="wB97M-V/def2-TZVPD" homo_energy_ev=-7.7 homo_lumo_gap_ev=7.68 lumo_ev=0.02
N -1.4987 0.6379 -0.8817 -0.212
C -0.2322 0.1692 -0.2537 0.381
C -0.5777 -0.5239 0.9241 -0.581
N 0.5337 -0.9808 1.5542 -0.371
C 1.7094 -0.7105 0.9788 0.027
N 1.9659 -0.0429 -0.1510 -0.482
N 0.9127 0.4343 -0.8186 -0.301
H -1.6081 1.6534 -0.9253 0.354
H -1.7026 0.2328 -1.7979 0.355
H -2.0975 0.2111 -0.1201 0.421
H 2.5952 -1.0807 1.4913 0.409

two | 11
Properties=species:S:1:pos:R:3:mulliken_charge:R:1 method="wB97M-V/def2-TZVPD" homo_energy_ev=-9.4 smiles=Nc1cncnn1 homo_lumo_gap_ev=9.47 lumo_ev=0.08
N 1.9057 -0.0892 -0.6325 -0.500
C 0.5651 -0.1754 -0.2468 0.452
C 0.0236 0.9344 0.4324 0.007
N -1.2386 0.9752 0.7769 -0.558
C -1.9405 -0.1130 0.4249 0.009
N -1.4842 -1.1806 -0.2048 -0.387
N -0.1928 -1.2193 -0.5484 -0.308
H 2.5476 -0.2197 0.1381 0.241
H 2.1716 -0.6257 -1.4470 0.259
H 0.6410 1.8061 0.6431 0.395
H -2.9986 -0.0928 0.6640 0.389

three | 11
Properties=species:S:1:pos:R:3:mulliken_charge:R:1 method="wB97M-V/def2-TZVPD" homo_energy_ev=-9.7 smiles=Nc1ncncn1 homo_lumo_gap_ev=10.30 lumo_ev=0.65
N 1.9968 -0.0607 -0.2202 -0.467
C 0.6674 -0.1057 -0.0789 0.559
N 0.0381 -1.2327 -0.0545 -0.547
C -1.2793 -1.1026 -0.0787 0.205
N -1.9233 0.0570 -0.1986 -0.582
C -1.0737 1.1846 -0.0721 0.024
N 0.1353 1.1613 -0.0430 -0.455
H 2.2295 1.0426 0.3440 0.376
H 2.5566 -0.9037 0.0527 0.285
H -1.7735 -2.2018 0.2776 0.257
H -1.5740 2.1618 0.0716 0.345

two is favored, and the nearest alternative lies 43.8 kJ/mol above it.

one | 11
Properties=species:S:1:pos:R:3:mulliken_charge:R:1 method="wB97M-V/def2-TZVPD" homo_energy_ev=-8.7 smiles="C1=NC=NNC=N1" homo_lumo_gap_ev=8.04 lumo_ev=-0.68
C 0.6889 -0.2786 1.3656 0.117
N 1.6264 -0.0252 0.4938 -0.537
C 1.3771 -0.0365 -0.8015 0.225
N 0.2068 0.0519 -1.3987 -0.557
N -0.9407 0.5631 -0.8027 -0.085
C -1.3817 0.0421 0.4053 0.101
N -0.6647 -0.6588 1.2820 -0.475
H 0.9576 -0.0668 2.4350 0.341
H 2.2419 -0.0929 -1.6552 0.276
H -1.6009 0.6683 -1.6323 0.331
H -2.5106 -0.1665 0.3086 0.262

two | 11
Properties=species:S:1:pos:R:3:mulliken_charge:R:1 method="wB97M-V/def2-TZVPD" homo_energy_ev=-9.8 smiles="C=Nn1ccnn1" homo_lumo_gap_ev=10.37 lumo_ev=0.53
C 1.9233 0.7534 0.8282 -0.211
N 1.5473 0.0393 -0.1253 -0.752
N 0.1320 0.0122 -0.1731 0.909
C -0.5507 -0.8244 -0.9970 0.134
C -1.8424 -0.6407 -0.5992 -0.639
N -1.8753 0.3148 0.4326 -0.482
N -0.6862 0.6637 0.6530 -0.401
H 2.9942 0.8950 1.1063 0.262
H 1.2136 1.3136 1.3681 0.368
H -0.0512 -1.4877 -1.6747 0.411
H -2.8048 -1.0393 -0.8189 0.402

two is favored, and the nearest alternative lies 71.0 kJ/mol above it.

one | 11
Properties=species:S:1:pos:R:3:mulliken_charge:R:1 method="wB97M-V/def2-TZVPD" homo_energy_ev=-9.4 smiles=Nc1cncnn1 homo_lumo_gap_ev=9.54 lumo_ev=0.18
N 1.9029 -0.1934 -0.5941 -0.504
C 0.5784 -0.2166 -0.2240 0.571
C 0.1347 0.5031 0.9066 -0.073
N -1.1459 0.6559 1.1424 -0.534
C -1.9546 0.0065 0.2845 -0.014
N -1.5686 -0.8670 -0.6286 -0.365
N -0.2706 -0.9823 -0.8972 -0.347
H 2.3622 0.7033 -0.5229 0.229
H 2.1254 -0.7034 -1.4382 0.272
H 0.8578 0.8981 1.6171 0.383
H -3.0215 0.1959 0.3545 0.383

two | 11
Properties=species:S:1:pos:R:3:mulliken_charge:R:1 method="wB97M-V/def2-TZVPD" homo_energy_ev=-9.0 smiles=Nc1cncnn1 homo_lumo_gap_ev=9.00 lumo_ev=-0.05
N 1.6954 0.0700 -0.8788 -0.460
C 0.5399 -0.1904 -0.2332 0.452
C 0.0973 0.6093 0.8413 -0.085
N -1.1849 0.7234 1.1626 -0.464
C -1.9353 0.1014 0.2134 -0.005
N -1.4921 -0.9943 -0.3745 -0.186
N -0.1968 -1.2800 -0.4447 -0.416
H 2.1756 0.9249 -0.6310 0.253
H 2.2877 -0.7120 -1.1034 0.251
H 0.9115 -0.0296 1.3707 0.251
H -2.9711 0.3684 0.0277 0.408

three | 11
Properties=species:S:1:pos:R:3:mulliken_charge:R:1 method="wB97M-V/def2-TZVPD" homo_energy_ev=-9.6 smiles="[H]/N=C1/N=CN/C1=N/[H]" homo_lumo_gap_ev=9.14 lumo_ev=-0.49
H 2.2479 -0.7583 -0.2663 0.242
N 1.5113 -1.6093 -0.1086 -0.621
C 0.3728 -0.9835 -0.0998 0.503
N -1.0581 -1.4907 0.1700 -0.453
C -1.7567 -0.3169 0.0124 -0.108
N -0.9776 0.9515 -0.2102 -0.201
C 0.3234 0.5546 -0.2024 0.485
N 1.3014 1.3001 0.2088 -0.693
H 2.1279 0.7920 0.3859 0.202
H -2.8323 -0.3396 0.1631 0.374
H -1.2601 1.9001 -0.0531 0.271

four | 11
Properties=species:S:1:pos:R:3:mulliken_charge:R:1 method="wB97M-V/def2-TZVPD" homo_energy_ev=-9.3 smiles=Nc1nccnn1 homo_lumo_gap_ev=9.42 lumo_ev=0.14
N -1.3498 0.4229 -1.7000 -0.403
C -0.4462 0.1742 -0.6925 0.630
N 0.5194 -0.7204 -0.8735 -0.564
C 1.2327 -0.9505 0.2331 0.071
C 0.9846 -0.3080 1.4594 -0.303
N 0.0095 0.5937 1.5154 -0.365
N -0.7069 0.8327 0.4272 -0.380
H -1.4366 -0.2699 -2.4527 0.237
H -2.1267 0.9684 -1.5018 0.236
H 2.0479 -1.5973 0.0434 0.430
H 1.5841 -0.4989 2.3269 0.411

four is favored, and the nearest alternative lies 12.2 kJ/mol above it.